# 1
95
Properties=species:S:1:pos:R:3:mulliken_charge:R:1 method="wB97M-V/def2-TZVPD" gap_ev=8.23 relative_energy_kcal_mol=139.77 smiles="CCC[C@H](C)[C@]1(c2ccncc2)[C@@](CC(=O)Br)(C(=O)NC(=O)F)NC(=O)[C@@]1(P(=O)(O)O)S(C)(=O)=O.c1ccccc1.c1ccccc1.c1ccccc1" homo_energy_ev=-9.284 energy_ev=-154822.787
C 2.415 -2.439 3.664 -0.83
C 1.020 -3.191 3.852 -0.98
C -0.279 -2.479 3.232 0.22
C -0.640 -2.757 1.706 -0.28
C 0.570 -3.277 0.764 -0.79
C -1.512 -1.587 0.928 0.92
C -2.123 -2.565 -0.219 -0.63
C -1.541 -2.870 -1.625 -0.27
C -2.137 -3.832 -2.695 -0.40
N -3.352 -4.547 -2.465 -0.55
C -3.923 -4.333 -1.169 -0.47
C -3.445 -3.435 -0.007 -0.36
C -0.600 -0.297 0.495 3.63
C 0.834 -0.022 1.183 0.19
C 0.882 1.281 2.171 0.21
O 1.097 2.429 1.667 -0.55
Br 0.700 1.212 4.137 -0.13
C -0.309 0.100 -1.021 -1.88
O 0.683 -0.317 -1.724 -0.34
N -1.075 1.121 -1.820 0.18
C -0.342 1.484 -3.049 0.43
O -0.607 1.074 -4.196 -0.49
F 0.789 2.370 -2.853 -0.21
N -1.368 0.863 1.119 0.53
C -2.276 0.467 2.214 -1.77
O -2.482 1.251 3.144 -0.57
C -2.816 -0.966 1.704 0.77
P -3.533 -1.677 3.283 1.19
O -4.978 -1.179 3.578 -0.72
O -2.703 -1.202 4.735 -0.53
O -3.599 -3.374 3.412 -0.56
S -4.289 -0.319 0.703 1.58
C -3.946 0.134 -1.039 -0.76
O -4.824 0.961 1.357 -0.63
O -5.489 -1.241 0.674 -0.66
H 2.502 -1.495 4.301 0.22
H 2.671 -2.273 2.548 0.21
H 3.240 -3.166 4.045 0.37
H 1.066 -4.253 3.400 0.31
H 0.845 -3.308 4.992 0.44
H -0.310 -1.359 3.462 -0.04
H -1.127 -2.953 3.873 0.06
H -1.378 -3.657 1.720 1.01
H 0.952 -2.484 0.016 -0.27
H 1.477 -3.707 1.289 0.49
H 0.156 -4.135 0.098 0.34
H -0.547 -2.400 -1.926 0.18
H -1.608 -3.997 -3.710 0.35
H -4.906 -4.914 -0.978 0.36
H -4.066 -3.372 0.943 0.17
H 1.680 0.270 0.442 0.45
H 1.289 -0.873 1.785 -0.82
H -1.127 2.020 -1.283 0.07
H -2.011 1.387 0.510 -0.08
H -3.284 -0.602 5.256 0.34
H -3.409 -3.639 4.352 0.37
H -3.138 -0.446 -1.592 0.15
H -4.937 0.075 -1.637 0.49
H -3.635 1.252 -1.063 0.26
C 5.701 3.721 -1.074 -0.43
C 6.154 4.608 -2.046 -0.43
C 5.410 4.813 -3.204 -0.38
C 4.213 4.128 -3.392 -0.54
C 3.763 3.234 -2.424 -0.10
C 4.506 3.031 -1.265 -0.40
H 6.278 3.565 -0.169 0.38
H 7.089 5.140 -1.901 0.35
H 5.762 5.508 -3.960 0.36
H 3.630 4.290 -4.293 0.38
H 2.835 2.696 -2.573 0.45
H 4.155 2.336 -0.510 0.38
C 5.352 -1.700 -4.123 -0.43
C 5.507 -2.869 -3.384 -0.40
C 4.488 -3.300 -2.540 -0.49
C 3.314 -2.559 -2.432 -0.12
C 3.162 -1.385 -3.165 -0.16
C 4.180 -0.957 -4.012 -0.64
H 6.144 -1.368 -4.786 0.37
H 6.423 -3.445 -3.465 0.35
H 4.608 -4.213 -1.965 0.38
H 2.518 -2.896 -1.776 0.24
H 2.250 -0.805 -3.077 0.51
H 4.061 -0.043 -4.585 0.40
C -1.853 4.314 1.021 -0.31
C -1.935 5.285 0.026 -0.58
C -3.139 5.945 -0.206 -0.42
C -4.262 5.631 0.556 -0.42
C -4.182 4.655 1.544 -0.58
C -2.978 3.997 1.779 -0.23
H -0.912 3.804 1.206 0.48
H -1.060 5.528 -0.569 0.46
H -3.202 6.704 -0.979 0.38
H -5.200 6.147 0.377 0.38
H -5.059 4.406 2.133 0.41
H -2.915 3.238 2.551 0.50

# 2
68
Properties=species:S:1:pos:R:3:mulliken_charge:R:1 method="wB97M-V/def2-TZVPD" gap_ev=3.66 total_charge=+2 homo_energy_ev=-11.885 energy_ev=-169938.260
K -3.680 -2.479 -1.127 0.94
K -4.971 1.301 -1.783 1.00
K -1.164 1.139 -3.577 0.88
As -1.221 0.792 0.338 1.98
F 0.159 -0.054 1.167 -0.30
F -2.422 0.191 1.574 -0.52
F -2.560 1.683 -0.427 -0.64
F -0.183 1.345 -0.920 -0.31
F -1.489 -0.712 -0.622 -0.57
F -0.824 2.219 1.422 -0.50
C -3.874 3.372 2.149 -0.56
N -4.984 2.489 2.491 0.94
O -5.830 2.203 1.661 -0.60
O -5.047 2.128 3.677 -0.47
H -3.072 3.062 2.820 0.36
H -4.140 4.391 2.430 0.39
H -3.509 3.138 1.149 -0.06
C -0.942 4.692 -0.972 -0.66
N 0.468 4.476 -1.449 0.98
O 1.368 4.730 -0.665 -0.50
O 0.629 3.951 -2.543 -0.53
H -0.946 4.683 0.117 0.27
H -1.475 3.793 -1.284 0.06
H -1.361 5.621 -1.359 0.41
C 2.984 1.033 0.126 -0.62
N 3.041 -0.322 0.772 1.04
O 2.956 -0.301 2.030 -0.52
O 3.297 -1.254 -0.013 -0.59
H 1.953 1.379 0.199 0.00
H 3.292 0.957 -0.916 0.32
H 3.714 1.527 0.768 0.32
C 1.592 2.581 3.172 -0.68
N 3.057 2.490 3.525 1.01
O 3.327 1.972 4.603 -0.54
O 3.864 3.115 2.808 -0.57
H 1.401 1.825 2.411 0.06
H 1.291 3.564 2.808 0.31
H 1.100 2.398 4.127 0.35
N -0.197 -4.750 -0.599 0.12
C -0.288 -3.568 -1.269 -0.27
C -1.024 -3.728 -2.424 -0.81
C -1.606 -4.957 -2.329 -0.76
C -1.128 -5.595 -1.187 -0.60
H 0.321 -5.026 0.223 0.23
H 0.257 -2.757 -0.808 0.57
H -1.238 -2.985 -3.177 0.62
H -2.309 -5.369 -3.038 0.49
H -1.238 -6.603 -0.816 0.45
N 0.183 -2.418 2.627 0.11
C -0.809 -3.359 2.412 -0.21
C -0.326 -4.588 2.819 -0.85
C 1.054 -4.449 3.137 -0.39
C 1.352 -3.131 3.000 -0.69
H 0.078 -1.455 2.341 0.25
H -1.774 -3.086 2.012 0.40
H -0.928 -5.485 2.829 0.45
H 1.684 -5.266 3.453 0.45
H 2.259 -2.551 3.085 0.46
N 2.310 0.921 -5.136 0.03
C 2.261 1.211 -3.785 -0.75
C 1.752 0.118 -3.100 -0.22
C 1.548 -0.861 -4.071 -0.68
C 1.917 -0.371 -5.314 -0.75
H 2.685 1.526 -5.852 0.21
H 2.635 2.147 -3.398 0.44
H 1.578 0.062 -2.036 0.81
H 1.301 -1.910 -3.999 0.52
H 1.891 -0.834 -6.289 0.44

# 3
52
Properties=species:S:1:pos:R:3:lowdin_spin:R:1 method="wB97M-V/def2-TZVPD" gap_ev="5.44 / 5.59" total_charge=+2 homo_energy_ev="-15.026 / -15.024" multiplicity=2 energy_ev=-46150.043
Ru -0.164 -0.413 0.178 0.83
C -0.360 1.899 3.100 0.00
C -1.098 0.962 2.206 -0.01
C -1.230 -0.407 2.518 0.02
C -2.030 -1.266 1.727 -0.01
C -2.290 -2.665 2.172 0.00
C -2.725 -0.725 0.614 0.01
C -2.674 0.653 0.321 -0.01
C -3.585 1.272 -0.683 0.00
C -1.783 1.457 1.067 0.02
H 0.608 2.151 2.665 0.00
H -0.192 1.467 4.081 0.00
H -0.912 2.829 3.218 0.00
H -0.810 -0.788 3.442 0.00
H -1.481 -3.051 2.789 0.00
H -2.477 -3.330 1.330 0.00
H -3.201 -2.665 2.779 0.00
H -3.440 -1.348 0.085 0.00
H -3.072 1.430 -1.632 0.00
H -3.934 2.241 -0.330 0.00
H -4.451 0.642 -0.871 0.00
H -1.764 2.525 0.876 0.00
O 3.952 -0.693 0.108 -0.01
C 2.873 -0.909 0.604 0.00
O 1.906 -0.111 0.787 0.01
C 2.574 -2.349 1.072 0.00
C 3.570 -3.069 1.712 0.00
C 3.290 -4.342 2.190 0.00
C 2.020 -4.859 1.998 0.00
C 1.034 -4.168 1.308 0.00
C 1.320 -2.902 0.831 -0.02
N 1.668 -6.187 2.554 0.00
O 2.580 -6.915 2.804 0.00
O 0.492 -6.374 2.706 0.00
H 4.551 -2.637 1.841 0.00
H 4.043 -4.918 2.709 0.00
H 0.071 -4.630 1.151 0.00
H 0.544 -2.377 0.212 -0.01
C 3.950 0.149 -2.670 0.00
N 2.529 -0.065 -2.442 0.01
C 1.554 0.815 -2.316 0.01
S -0.088 0.187 -2.155 0.15
N 1.629 2.130 -2.383 0.00
C 2.756 2.994 -2.698 0.00
H 4.448 -0.816 -2.621 0.00
H 4.385 0.780 -1.896 0.00
H 4.126 0.580 -3.653 0.00
H 2.246 -1.038 -2.419 0.00
H 0.749 2.614 -2.249 0.00
H 3.258 2.672 -3.606 0.00
H 3.470 3.030 -1.875 0.00
H 2.372 3.998 -2.862 0.00

# 4
114
Properties=species:S:1:pos:R:3:mulliken_charge:R:1 method="wB97M-V/def2-TZVPD" gap_ev=3.86 relative_energy_kcal_mol=123.86 homo_energy_ev=-7.199 energy_ev=-59626.298
C -34.597 -30.049 -2.043 -2.11
C -33.845 -29.397 -0.798 1.10
C -34.568 -28.219 -0.298 -0.92
C -34.555 -27.889 1.149 -0.86
C -34.986 -29.086 1.974 -1.33
C -34.061 -30.262 1.777 2.28
N -33.780 -30.414 0.283 0.78
O -33.051 -31.501 0.065 0.40
C -34.788 -31.473 2.278 -0.59
C -32.710 -30.113 2.602 -1.36
C -32.383 -29.062 -1.428 -1.57
H -33.950 -30.851 -2.454 0.34
H -34.441 -29.346 -2.658 0.85
H -35.570 -30.146 -1.580 0.61
H -35.693 -28.455 -0.314 0.18
H -34.235 -27.271 -0.869 0.48
H -35.220 -27.176 1.268 0.95
H -33.513 -27.456 1.373 -0.35
H -36.093 -29.148 1.733 -0.40
H -35.067 -28.752 3.023 0.63
H -35.544 -31.063 3.156 0.10
H -34.041 -32.276 2.749 -0.20
H -35.573 -31.850 1.649 -0.10
H -32.917 -29.598 3.626 0.17
H -32.165 -29.344 2.080 0.52
H -32.043 -31.003 2.433 -0.15
H -32.038 -30.053 -1.706 0.27
H -31.580 -28.751 -0.765 0.35
H -32.543 -28.238 -2.039 0.63
B -38.668 -30.285 -0.029 0.40
H -37.595 -30.810 0.310 -0.47
H -39.262 -30.839 -0.900 -0.30
H -39.448 -30.212 0.962 -0.21
H -38.426 -29.091 -0.263 -0.21
N -37.783 -34.637 -1.183 0.02
C -36.510 -34.592 -0.649 -0.35
C -35.625 -35.112 -1.825 0.04
C -36.516 -35.282 -3.044 -0.67
C -37.932 -34.933 -2.550 -0.78
H -38.474 -34.387 -0.423 0.30
H -36.202 -33.949 0.285 0.20
H -34.662 -35.272 -1.512 0.47
H -36.154 -35.716 -4.025 0.42
H -38.916 -34.890 -3.119 0.34
N -37.789 -26.242 3.137 0.14
C -37.377 -25.574 4.271 -0.65
C -37.576 -26.718 5.377 -0.55
C -37.993 -27.931 4.676 -0.35
C -38.053 -27.468 3.170 -0.20
H -37.786 -25.842 2.346 0.07
H -37.190 -24.590 4.192 0.57
H -37.380 -26.583 6.418 0.46
H -38.165 -29.097 5.066 0.24
H -37.834 -28.196 2.272 0.33
N -31.278 -26.391 3.712 -0.08
C -32.146 -27.100 4.595 -0.89
C -33.560 -26.476 4.450 0.03
C -33.410 -25.453 3.375 -0.55
C -31.852 -25.414 2.931 -0.60
H -30.096 -26.546 3.766 0.33
H -31.603 -27.568 5.338 0.57
H -34.417 -26.572 5.203 0.35
H -34.075 -24.735 3.038 0.59
H -31.321 -24.849 2.075 0.32
N -32.925 -35.156 2.069 0.18
C -32.357 -34.778 0.869 -0.60
C -31.206 -33.843 1.315 -0.23
C -31.312 -33.569 2.760 -0.31
C -32.354 -34.607 3.138 -0.71
H -33.643 -35.615 2.145 -0.02
H -32.693 -35.208 -0.110 0.44
H -30.479 -33.428 0.545 0.48
H -30.746 -32.807 3.362 0.41
H -32.403 -34.926 4.174 0.43
N -26.825 -30.660 -1.379 -0.11
C -27.648 -30.060 -0.300 -0.87
C -29.049 -30.412 -0.578 0.31
C -29.036 -30.905 -1.970 -0.57
C -27.580 -30.895 -2.467 -1.15
H -25.674 -30.565 -1.340 0.30
H -27.169 -29.436 0.524 0.32
H -29.829 -30.135 0.153 0.46
H -29.864 -31.071 -2.608 0.75
H -27.097 -30.963 -3.347 0.51
N -36.615 -32.215 -4.004 0.28
C -37.222 -30.933 -3.877 -0.75
C -36.684 -30.189 -5.122 -0.77
C -36.072 -31.199 -5.961 -0.55
C -35.825 -32.493 -5.143 -0.48
H -37.007 -32.916 -3.416 0.24
H -37.864 -30.743 -3.137 0.82
H -37.159 -29.219 -5.462 0.35
H -35.808 -31.257 -7.049 0.35
H -35.662 -33.389 -5.589 0.54
N -30.760 -34.219 -4.470 -0.06
C -30.457 -33.669 -3.289 -1.35
C -31.794 -33.233 -2.600 0.47
C -32.888 -33.523 -3.636 0.10
C -32.079 -34.095 -4.811 -0.84
H -29.979 -34.787 -5.113 0.37
H -29.542 -33.868 -2.948 0.70
H -31.628 -32.979 -1.487 0.18
H -34.062 -33.392 -3.316 -0.02
H -32.498 -34.529 -5.774 0.32
N -36.786 -34.505 6.187 -0.07
C -36.450 -33.295 5.489 -0.50
C -34.999 -32.982 5.696 0.05
C -34.503 -34.181 6.668 -0.77
C -35.694 -35.089 6.847 -0.18
H -37.713 -34.999 6.317 0.26
H -37.307 -32.785 4.864 0.33
H -34.386 -32.088 5.248 0.29
H -33.500 -34.390 7.147 0.33
H -35.879 -36.071 7.508 0.28